[1]
A molecular structure, C32H77Br6O20P5. Source: OMol25; level of theory: wB97M-V/def2-TZVPD.

As for the orbital gap: 0.351 hartree. As for the LUMO energy: -0.5 eV. As for the HOMO energy: -10.0 eV.

ORCA input file:
```
! wB97M-V def2-TZVPD RIJCOSX def2/J DEFGRID3
* xyz 0 1
C 22.972 19.412 8.892
Br 22.861 20.045 7.036
Br 23.007 17.445 9.073
Br 21.366 20.090 9.865
H 23.862 19.781 9.401
C 15.604 19.061 14.281
Br 15.198 17.908 12.693
Br 15.035 18.024 15.890
Br 14.648 20.829 14.197
H 16.686 19.164 14.364
C 25.695 26.731 14.188
C 24.644 26.055 15.114
O 25.337 25.133 15.909
P 24.773 24.616 17.310
O 25.810 23.900 18.106
O 24.135 25.945 17.956
C 24.973 26.691 18.853
C 25.971 27.360 17.926
O 23.476 23.705 17.005
C 23.183 22.689 17.969
C 21.861 21.986 17.818
H 25.147 27.387 13.513
H 26.381 27.327 14.790
H 26.258 26.054 13.546
H 24.045 26.815 15.615
H 23.946 25.451 14.534
H 24.301 27.352 19.399
H 25.437 26.053 19.605
H 25.380 27.987 17.258
H 26.664 27.993 18.481
H 26.600 26.785 17.247
H 23.985 21.953 18.028
H 23.132 23.143 18.959
H 21.917 21.364 16.925
H 21.641 21.327 18.658
H 20.989 22.626 17.685
C 29.982 20.154 17.490
C 28.524 20.499 17.562
O 27.657 19.492 17.975
P 27.394 18.186 16.985
O 26.331 17.269 17.491
O 27.166 18.859 15.540
C 25.942 19.454 15.152
C 26.241 20.945 15.109
O 28.867 17.502 16.820
C 28.985 16.152 16.362
C 30.386 15.544 16.736
H 30.379 19.639 18.365
H 30.202 19.556 16.606
H 30.617 21.006 17.249
H 28.467 21.302 18.298
H 28.265 20.959 16.609
H 25.586 19.053 14.203
H 25.150 19.060 15.789
H 26.271 21.434 16.083
H 27.189 21.203 14.637
H 25.440 21.404 14.529
H 28.252 15.518 16.862
H 28.807 16.234 15.290
H 30.444 15.398 17.814
H 30.645 14.553 16.363
H 31.155 16.202 16.333
C 18.759 16.610 12.323
C 19.150 17.285 13.677
O 19.655 18.590 13.549
P 21.224 18.974 13.767
O 21.666 18.982 15.187
O 22.084 18.077 12.793
C 22.913 16.985 13.344
C 24.002 16.732 12.334
O 21.373 20.387 13.029
C 22.617 21.077 12.915
C 22.383 22.322 13.705
H 17.857 17.008 11.857
H 19.614 16.674 11.651
H 18.536 15.557 12.495
H 18.228 17.344 14.255
H 19.810 16.602 14.212
H 23.288 17.261 14.329
H 22.196 16.228 13.661
H 23.547 16.326 11.431
H 24.649 17.584 12.128
H 24.489 15.850 12.749
H 23.463 20.488 13.268
H 22.900 21.292 11.884
H 21.951 22.108 14.682
H 23.248 22.977 13.810
H 21.633 22.845 13.112
C 28.454 18.311 11.786
C 27.689 17.390 10.837
O 28.159 17.698 9.542
P 27.580 18.953 8.640
O 26.376 19.636 9.200
O 27.305 18.293 7.206
C 26.422 17.207 7.018
C 27.126 15.943 6.472
O 28.939 19.839 8.348
C 30.002 19.214 7.697
C 31.210 20.155 7.638
H 28.347 18.063 12.842
H 29.513 18.093 11.646
H 28.279 19.385 11.726
H 27.872 16.327 10.994
H 26.605 17.512 10.837
H 25.955 16.813 7.920
H 25.617 17.475 6.333
H 26.429 15.125 6.288
H 27.622 16.127 5.519
H 27.875 15.622 7.196
H 30.184 18.244 8.159
H 29.751 19.058 6.648
H 31.601 20.478 8.603
H 31.999 19.639 7.090
H 30.971 21.125 7.202
C 21.009 9.080 12.882
C 21.509 10.503 12.548
O 20.856 11.440 13.402
P 21.264 13.017 13.397
O 22.693 13.342 13.267
O 20.320 13.681 12.277
C 20.824 13.908 10.965
C 19.564 13.667 10.059
O 20.526 13.563 14.810
C 19.117 13.260 15.088
C 19.012 13.705 16.531
H 19.923 9.157 12.927
H 21.294 8.342 12.133
H 21.480 8.770 13.815
H 22.592 10.619 12.580
H 21.283 10.717 11.503
H 21.217 14.918 10.846
H 21.588 13.187 10.674
H 19.901 13.884 9.045
H 19.194 12.662 10.263
H 18.876 14.471 10.323
H 18.492 13.888 14.453
H 18.857 12.210 14.951
H 19.311 14.736 16.716
H 18.029 13.563 16.980
H 19.670 12.980 17.010
*
```

Atomic partial charges in e from the Löwdin method, atoms 1 to 99: -1.461, 0.551, 0.596, 0.618, -0.040, -1.447, 0.530, 0.497, 0.518, -0.039, -0.053, -0.283, -0.188, 0.447, -0.237, -0.202, -0.240, -0.080, -0.174, -0.287, -0.069, 0.073, 0.067, 0.076, 0.114, 0.109, 0.122, 0.112, 0.077, 0.080, 0.073, 0.117, 0.113, 0.053, 0.086, 0.081, -0.089, -0.321, -0.153, 0.524, -0.242, -0.208, -0.248, -0.052, -0.216, -0.247, -0.058, 0.086, 0.063, 0.080, 0.126, 0.089, 0.102, 0.118, 0.070, 0.086, 0.062, 0.108, 0.111, 0.073, 0.068, 0.068, -0.059, -0.259, -0.175, 0.435, -0.239, -0.214, -0.221, -0.090, -0.246, -0.306, -0.059, 0.024, 0.070, 0.057, 0.097, 0.109, 0.105, 0.105, -0.006, 0.069, 0.086, 0.103, 0.076, 0.072, 0.071, 0.086, -0.056, -0.262, -0.218, 0.535, -0.245, -0.179, -0.280, -0.064, -0.174, -0.310, -0.065

***

[2]
16 unconnected molecules or ions with the total composition C32H77BrN9O24. Source: OMol25; level of theory: wB97M-V/def2-TZVPD.

As for the orbital gap: 0.254 hartree. As for the LUMO energy: -6.6 eV. As for the HOMO energy: -13.5 eV.

ORCA input file:
```
! wB97M-V def2-TZVPD RIJCOSX def2/J DEFGRID3
* xyz 3 1
C -13.951 -24.016 -2.313
C -13.859 -22.695 -3.003
O -13.280 -22.545 -4.093
N -14.539 -21.745 -2.381
H -16.327 -22.867 -5.786
H -14.740 -21.941 -1.425
C -14.691 -20.343 -2.792
H -13.463 -23.972 -1.298
H -13.541 -24.839 -2.908
H -15.004 -24.273 -2.179
H -15.657 -20.251 -3.272
H -13.927 -20.020 -3.445
H -14.814 -19.737 -1.856
C -10.726 -15.480 -6.682
C -12.127 -15.954 -6.150
O -12.864 -15.350 -5.448
N -12.418 -17.303 -6.685
H -13.046 -17.224 -7.511
H -11.602 -17.790 -7.145
C -13.159 -18.148 -5.697
H -10.027 -16.334 -6.648
H -10.398 -14.694 -6.004
H -10.900 -15.181 -7.719
H -12.525 -18.745 -5.025
H -13.726 -18.904 -6.237
H -13.868 -17.489 -5.173
C -10.472 -26.272 -3.286
C -10.919 -25.751 -4.622
O -11.696 -26.210 -5.432
N -10.034 -24.599 -5.103
H -9.360 -24.237 -4.490
H -9.551 -24.816 -5.970
C -10.956 -23.463 -5.546
H -11.113 -27.130 -2.943
H -10.672 -25.426 -2.627
H -9.419 -26.412 -3.149
H -10.274 -22.667 -5.909
H -11.482 -23.049 -4.701
H -11.518 -23.809 -6.403
C -16.039 -19.552 -16.701
C -16.600 -18.649 -15.657
O -17.456 -17.841 -15.860
N -16.171 -19.012 -14.248
H -17.026 -19.296 -13.752
H -15.592 -19.848 -14.298
C -15.467 -17.944 -13.276
H -16.678 -20.446 -16.646
H -15.012 -19.862 -16.473
H -16.077 -19.087 -17.690
H -14.429 -18.145 -13.147
H -16.029 -18.051 -12.357
H -15.541 -16.968 -13.707
C -13.707 -24.508 -10.879
C -13.203 -25.570 -9.959
O -12.357 -25.695 -9.134
N -14.245 -26.855 -9.885
H -14.983 -26.668 -9.217
H -14.672 -27.081 -10.763
C -13.455 -27.996 -9.349
H -13.291 -23.563 -10.468
H -14.772 -24.468 -11.059
H -13.169 -24.599 -11.829
H -13.016 -27.637 -8.421
H -12.665 -28.308 -10.044
H -14.078 -28.889 -9.241
C -20.699 -19.751 -8.986
C -21.307 -20.347 -10.199
O -21.082 -21.342 -10.825
N -22.767 -19.752 -10.688
H -22.975 -18.942 -10.112
H -22.579 -19.411 -11.647
C -23.868 -20.766 -10.471
H -21.011 -20.352 -8.107
H -20.966 -18.728 -8.831
H -19.633 -19.881 -8.984
H -24.822 -20.363 -10.804
H -23.969 -20.933 -9.395
H -23.623 -21.668 -11.054
C -17.148 -17.564 -7.363
C -17.805 -16.401 -8.025
O -18.989 -16.176 -8.044
N -16.749 -15.632 -8.550
H -15.916 -16.194 -8.886
H -19.319 -17.500 -10.557
C -16.717 -14.188 -8.855
H -16.286 -17.946 -7.900
H -17.877 -18.385 -7.254
H -16.898 -17.266 -6.352
H -15.943 -13.548 -8.357
H -17.689 -13.818 -8.560
H -16.595 -14.085 -9.964
C -11.618 -18.635 -11.722
C -10.187 -19.073 -11.698
O -9.443 -18.844 -12.500
N -9.768 -19.503 -10.295
H -10.415 -19.198 -9.488
H -9.904 -20.531 -10.370
C -8.386 -18.967 -9.974
H -12.318 -19.283 -11.215
H -11.890 -18.620 -12.773
H -11.721 -17.642 -11.286
H -7.721 -19.507 -10.611
H -8.173 -19.449 -9.003
H -8.243 -17.881 -9.834
C -16.239 -21.283 -9.757
C -15.364 -22.058 -8.724
O -15.574 -23.163 -8.277
N -14.248 -21.336 -8.500
H -10.423 -23.193 -10.998
H -14.221 -20.309 -8.654
C -13.512 -21.626 -7.284
H -16.325 -20.210 -9.590
H -17.206 -21.772 -9.807
H -15.822 -21.422 -10.745
H -12.545 -21.297 -7.604
H -13.556 -22.710 -7.247
H -13.988 -21.035 -6.493
Br -14.097 -17.728 -9.720
O -9.956 -22.342 -10.922
C -13.219 -22.652 -14.143
O -13.267 -23.745 -13.775
O -13.183 -21.507 -14.355
H -9.600 -22.416 -11.958
O -18.710 -21.918 -7.133
C -17.545 -21.932 -6.534
O -16.858 -20.967 -6.485
O -17.290 -23.085 -5.962
H -19.015 -22.791 -6.875
O -18.484 -19.238 -11.405
C -19.577 -18.721 -12.004
O -20.197 -19.161 -12.881
O -20.205 -17.793 -11.190
H -18.000 -19.915 -12.032
O -9.747 -18.908 -5.930
C -10.176 -19.530 -7.031
O -10.473 -18.725 -7.936
O -10.392 -20.733 -7.056
H -9.668 -19.591 -5.230
O -16.727 -23.356 -12.678
C -17.615 -22.277 -12.342
O -18.430 -22.493 -11.492
O -17.365 -21.130 -12.896
H -15.980 -23.095 -13.245
*
```

Atomic partial charges in e from the Löwdin method, atoms 1 to 99: 0.001, -0.548, -0.016, 0.026, 0.156, 0.135, -0.019, 0.113, 0.071, 0.094, 0.084, 0.047, 0.114, 0.051, -0.386, 0.180, 0.058, 0.025, 0.091, 0.005, 0.074, 0.095, 0.100, 0.098, 0.072, 0.106, 0.037, -0.362, 0.155, 0.106, 0.150, 0.183, 0.021, 0.132, 0.098, 0.097, 0.088, 0.066, 0.092, 0.029, -0.393, 0.188, 0.116, 0.118, 0.128, 0.083, 0.120, 0.086, 0.113, 0.056, 0.063, 0.095, 0.035, -0.282, 0.154, 0.098, 0.175, 0.162, -0.014, 0.113, 0.097, 0.078, 0.093, 0.116, 0.115, 0.029, -0.322, 0.177, 0.087, 0.154, 0.173, 0.011, 0.122, 0.084, 0.086, 0.101, 0.107, 0.110, -0.034, -0.556, 0.059, -0.034, -0.012, 0.223, -0.076, 0.003, 0.074, 0.089, 0.087, 0.073, 0.085, -0.053, -0.478, 0.239, 0.065, 0.121, 0.121, 0.021, 0.019

***

[3]
12 unconnected molecules or ions with the total composition C32H77ClFNO16S. Source: OMol25; level of theory: wB97M-V/def2-TZVPD.

As for the orbital gap: 0.302 hartree. As for the LUMO energy: -0.1 eV. The SMILES is CCCCCC[C@]1(Cl)OS(=O)(=O)O[C@]1(CCCNCc1ccccc1O)C[C@H](C)F.CO.CO.CO.CO.CO.CO.CO.CO.CO.CO.CO. As for the HOMO energy: -8.4 eV.

ORCA input file:
```
! wB97M-V def2-TZVPD RIJCOSX def2/J DEFGRID3
* xyz 0 1
C 0.642 5.019 3.830
C -1.003 5.192 3.775
C -1.581 5.391 2.223
C -1.133 4.193 1.198
C -2.425 3.341 0.567
C -1.796 1.973 -0.080
C -2.562 0.585 0.335
Cl -3.432 0.163 -1.290
O -3.741 0.647 1.246
S -4.168 -0.926 1.747
O -4.732 -1.041 3.185
O -5.151 -1.720 0.849
O -2.607 -1.593 1.547
C -1.608 -0.614 1.006
C -0.999 -1.512 -0.265
C 0.144 -2.596 0.194
C 1.691 -2.020 0.146
N 1.780 -0.550 -0.216
C 3.170 -0.083 0.206
C 3.229 1.566 0.472
C 2.223 2.573 -0.370
C 2.309 4.179 -0.048
C 3.368 4.860 1.028
C 4.398 3.846 1.851
C 4.290 2.201 1.571
O 5.228 1.376 2.395
C -0.577 -0.124 2.183
C -1.284 -0.048 3.697
C -2.128 1.347 3.942
F -0.114 0.018 4.651
H 1.173 6.061 3.997
H 0.949 4.260 4.695
H 1.099 4.562 2.840
H -1.456 4.194 4.228
H -1.287 6.109 4.478
H -1.065 6.390 1.824
H -2.731 5.600 2.277
H -0.474 3.420 1.809
H -0.431 4.588 0.324
H -3.158 3.180 1.465
H -2.954 4.015 -0.249
H -0.627 1.968 0.139
H -1.878 2.098 -1.264
H -0.698 -0.835 -1.180
H -1.931 -2.157 -0.639
H -0.106 -3.120 1.237
H 0.105 -3.486 -0.600
H 2.174 -2.263 1.200
H 2.306 -2.650 -0.642
H 1.818 -0.545 -1.278
H 3.990 -0.397 -0.599
H 3.538 -0.563 1.224
H 1.495 2.068 -1.158
H 1.559 4.892 -0.635
H 3.403 6.026 1.233
H 5.195 4.284 2.624
H 5.381 1.932 3.231
H -0.134 0.971 2.014
H 0.368 -0.817 2.329
H -1.862 -1.025 3.982
H -1.921 2.112 3.051
H -1.948 1.824 4.996
H -3.294 1.108 3.871
C 4.724 2.439 -3.826
O 3.905 1.431 -3.262
H 4.792 2.278 -4.905
H 4.283 3.419 -3.633
H 5.724 2.384 -3.389
H 3.864 1.599 -2.305
C 6.794 -0.105 -5.331
O 6.406 1.135 -5.892
H 7.247 0.074 -4.352
H 5.915 -0.743 -5.211
H 7.523 -0.590 -5.984
H 6.008 0.945 -6.758
C 4.004 -5.072 1.397
O 2.786 -4.351 1.368
H 4.746 -4.541 0.795
H 4.360 -5.147 2.427
H 3.848 -6.070 0.981
H 2.148 -4.846 1.910
C 0.848 5.672 -3.620
O 0.426 4.860 -2.540
H 1.624 6.356 -3.268
H 1.256 5.040 -4.413
H 0.000 6.248 -3.997
H -0.262 4.263 -2.882
C -7.276 -4.282 0.225
O -8.095 -5.290 0.790
H -7.208 -4.443 -0.853
H -7.717 -3.302 0.419
H -6.276 -4.337 0.663
H -8.136 -5.121 1.747
C -2.900 -4.283 5.176
O -2.529 -3.002 4.701
H -2.147 -4.630 5.888
H -3.870 -4.220 5.676
H -2.955 -4.982 4.338
H -3.215 -2.721 4.072
C 7.740 -3.584 0.993
O 6.921 -4.591 1.558
H 7.807 -3.744 -0.086
H 7.298 -2.603 1.186
H 8.740 -3.638 1.430
H 6.880 -4.423 2.514
C -6.067 -2.953 -2.578
O -5.376 -2.122 -3.492
H -6.011 -3.987 -2.925
H -5.603 -2.876 -1.591
H -7.115 -2.645 -2.525
H -5.443 -1.211 -3.157
C 10.019 -0.414 0.091
O 8.615 -0.560 -0.018
H 10.504 -1.129 -0.578
H 10.304 0.601 -0.197
H 10.329 -0.612 1.120
H 8.213 0.088 0.585
C -5.760 -2.165 -7.198
O -6.579 -3.173 -6.634
H -5.693 -2.326 -8.277
H -6.202 -1.185 -7.005
H -4.760 -2.220 -6.761
H -6.620 -3.004 -5.677
C -10.267 -2.161 -1.421
O -9.576 -1.330 -2.335
H -10.211 -3.195 -1.768
H -9.803 -2.084 -0.434
H -11.315 -1.854 -1.368
H -9.643 -0.419 -2.001
*
```

Atomic partial charges in e from the Löwdin method, atoms 1 to 99: -0.149, -0.245, -0.207, -0.214, -0.173, -0.172, -0.561, 0.666, -0.281, 0.855, -0.305, -0.329, -0.237, -0.303, -0.133, -0.162, -0.250, -0.104, -0.199, -0.061, -0.026, -0.076, -0.065, -0.016, -0.124, -0.104, -0.020, -0.212, -0.044, -0.134, 0.076, 0.085, 0.048, 0.084, 0.112, 0.114, 0.108, 0.090, 0.098, 0.109, 0.127, 0.103, 0.101, 0.118, 0.125, 0.128, 0.122, 0.105, 0.127, 0.118, 0.136, 0.127, 0.099, 0.063, 0.091, 0.095, 0.109, 0.128, 0.134, 0.119, 0.065, 0.097, 0.084, -0.164, -0.147, 0.062, 0.073, 0.081, 0.036, -0.155, -0.154, 0.081, 0.080, 0.074, 0.091, -0.147, -0.160, 0.069, 0.076, 0.083, 0.092, -0.149, -0.164, 0.083, 0.080, 0.078, 0.087, -0.174, -0.127, 0.062, 0.072, 0.077, 0.083, -0.151, -0.148, 0.081, 0.079, 0.078, 0.042